1.
Formula: C4H32N3O11
Source: the Open Molecules 2025 dataset
Level of theory: wB97M-V/def2-TZVPD

As for the energy above the lowest of the compared OMol25 structures with the same formula, charge and spin: 0.0 kJ/mol. Its net charge is +1. The LUMO energy is -2.369 eV.

Each line ends with the Mulliken charge.
CARTESIAN COORDINATES (ANGSTROEM)
N (-0.67422, -1.77044, 0.54398)  0.12
C (-0.42603, -0.28051, 0.58449)  -1.35
C (0.80493, 0.15327, -0.16001)  -0.23
N (1.97834, -0.33437, 0.55035)  -0.11
C (2.69968, 0.54107, 1.47909)  -0.89
C (1.96395, 0.62891, 2.84596)  0.54
N (2.15244, -0.49294, 3.58803)  -0.36
O (1.22130, 1.52149, 3.21087)  -0.64
H (-0.39987, -2.12220, -0.38127)  0.19
H (-0.05879, -2.17087, 1.25111)  0.45
H (-1.64759, -1.96696, 0.81882)  0.42
H (-1.35530, 0.10556, 0.16039)  0.50
H (-0.31213, -0.01941, 1.63934)  0.80
H (0.81518, -0.37529, -1.11584)  -0.34
H (0.81280, 1.20711, -0.44649)  0.48
H (2.72345, -0.68646, -0.04275)  0.36
H (3.59865, -0.00959, 1.76015)  0.51
H (2.91250, 1.55926, 1.14164)  0.34
H (1.80031, -0.68218, 4.51100)  0.24
H (2.70370, -1.24905, 3.21669)  0.19
H (0.07049, 2.68309, 1.73434)  0.32
H (0.10234, 4.24888, 1.83788)  0.27
O (0.30929, 3.49846, 1.27840)  -0.61
H (-2.49484, 0.66554, 1.78618)  0.31
H (-3.57690, 1.35878, 2.71931)  0.30
O (-2.86278, 0.72221, 2.66868)  -0.71
H (2.25281, 0.94986, -2.33957)  0.32
H (2.52643, 2.16964, -3.14412)  0.29
O (1.79129, 1.58544, -2.91831)  -0.65
H (2.28229, -1.39043, -2.52539)  0.29
H (3.79079, -1.14620, -2.60137)  0.29
O (3.00377, -0.89759, -2.10372)  -0.61
H (-2.43161, -1.04704, 2.87074)  0.37
H (-2.71652, -2.32137, 3.60115)  0.33
O (-2.06068, -1.94770, 3.00708)  -0.64
H (-1.40918, -0.22919, -2.97132)  0.41
H (-2.27094, -1.59844, -3.31835)  0.29
O (-1.84388, -1.05327, -2.65459)  -0.74
H (-0.25081, -1.77856, -2.65917)  0.36
H (0.32638, -3.22885, -2.71400)  0.30
O (0.50424, -2.35088, -2.36345)  -0.72
H (-0.86139, 1.88075, -4.32207)  0.32
H (0.07992, 1.37381, -3.24019)  0.35
O (-0.73596, 1.13366, -3.73424)  -0.67
H (-2.14534, 3.04943, -0.79401)  0.27
H (-0.99107, 2.71813, 0.18429)  0.34
O (-1.74716, 2.33467, -0.29091)  -0.61
H (-4.07065, -1.82017, -0.64204)  0.34
H (-2.73168, -1.36153, -1.15037)  0.33
O (-3.15196, -1.75753, -0.35640)  -0.67

---

2.
Formula: C4H32O12
Source: the Open Molecules 2025 dataset
Level of theory: wB97M-V/def2-TZVPD

As for the energy above the lowest of the compared OMol25 structures with the same formula, charge and spin: 185.9 kJ/mol. The LUMO energy is 0.316 eV.

Each line ends with the Mulliken charge.
CARTESIAN COORDINATES (ANGSTROEM)
C (-1.85833, -1.04009, -1.60060)  -1.25
C (-0.83987, -0.25470, -0.79570)  0.50
C (-0.13053, 0.82901, -1.58324)  -0.48
C (0.94342, 1.49770, -1.18026)  -1.15
H (-2.88895, -0.53203, -1.60263)  0.34
H (-1.56566, -0.99613, -2.74329)  0.18
H (-1.88245, -2.10795, -1.37360)  0.25
H (-0.18984, -0.82087, -0.10242)  0.44
H (-1.53202, 0.38853, -0.14769)  -0.08
H (-0.72462, 0.95417, -2.44960)  0.71
H (1.39152, 2.15938, -1.91630)  0.32
H (1.40657, 1.34248, -0.25118)  0.22
H (-2.81331, 2.39307, 0.28323)  0.24
H (-3.96823, 2.39580, -0.86119)  0.31
O (-3.00902, 2.18171, -0.60350)  -0.58
H (0.25297, 0.01962, 4.75939)  0.27
H (-0.16127, -0.78624, 3.61418)  0.40
O (-0.02066, 0.11668, 3.86951)  -0.63
H (0.07081, -1.39073, -4.31292)  0.28
H (0.56150, -0.04265, -4.72828)  0.23
O (0.23999, -0.52997, -3.92164)  -0.57
H (-0.57008, -2.98970, 2.95603)  0.33
H (0.72283, -3.08073, 3.70218)  0.31
O (-0.12236, -2.67647, 3.75537)  -0.71
H (1.28561, -0.98259, -2.56043)  0.42
H (2.22884, -1.11644, -1.23517)  0.50
O (1.81270, -1.55798, -2.04263)  -0.79
H (-2.41327, 3.16449, -2.01215)  0.40
H (-1.01863, 3.48266, -2.14680)  0.31
O (-1.91268, 3.77325, -2.45289)  -0.68
H (3.90467, 0.05523, -0.96964)  0.34
H (3.35884, 0.46070, 0.52697)  0.33
O (3.26360, -0.17360, -0.18673)  -0.73
H (0.34373, 1.65885, 2.37170)  0.39
H (0.21887, 2.44286, 1.17972)  0.28
O (0.55522, 2.51329, 2.01889)  -0.66
H (-0.36731, -3.80359, 0.02958)  0.36
H (-1.65638, -4.13475, 0.73440)  0.28
O (-0.84535, -3.72910, 0.90632)  -0.65
H (0.56002, -2.70950, -1.37548)  0.49
H (0.97465, -4.29879, -1.70275)  0.27
O (0.24718, -3.67982, -1.48516)  -0.72
H (2.56077, 2.27764, 1.89586)  0.38
H (3.20254, 1.02398, 2.74670)  0.31
O (3.31476, 1.54356, 1.93683)  -0.74
H (-1.55316, 0.91465, 2.73621)  0.30
H (-2.00673, 2.27531, 3.07989)  0.24
O (-1.82600, 1.74243, 2.30992)  -0.53

---

3.
Formula: C4H32O15
Source: the Open Molecules 2025 dataset
Level of theory: wB97M-V/def2-TZVPD

As for the energy above the lowest of the compared OMol25 structures with the same formula, charge and spin: 667.5 kJ/mol. The LUMO energy is -0.286 eV.

Each line ends with the Mulliken charge.
CARTESIAN COORDINATES (ANGSTROEM)
C (0.23375, 1.13453, -1.28178)  -0.34
C (1.54663, 0.38114, -1.57439)  0.24
C (2.12130, -0.46325, -0.45383)  0.39
O (1.58298, -1.77604, -0.50626)  -0.64
C (-0.32090, 1.82717, -2.67409)  -0.08
O (-0.18637, 1.23229, -3.70324)  -0.57
H (0.20618, 1.82479, -0.45363)  0.46
H (-0.55289, 0.27224, -1.02516)  0.41
H (2.20384, 1.23677, -1.96285)  0.25
H (1.28194, -0.29725, -2.46943)  -0.35
H (1.99245, -0.20164, 0.63918)  -0.19
H (-0.93665, 2.67185, -2.45182)  0.46
H (-2.93213, -0.97919, -2.77171)  0.33
H (3.69198, -1.40069, -1.03862)  0.34
O (3.49329, -0.60638, -0.65018)  -0.53
H (-4.18566, -0.90563, 0.18890)  0.28
H (-4.70081, -0.19864, 1.42473)  0.26
O (-4.23402, -0.05542, 0.65489)  -0.61
H (2.84498, 0.29025, 2.44297)  0.28
H (3.60823, 1.05287, 1.41454)  0.32
O (3.10870, 1.16418, 2.16812)  -0.62
H (-1.31536, 1.89027, 1.13404)  0.30
H (-2.54994, 2.74431, 0.95696)  0.29
O (-2.27294, 1.88137, 1.22932)  -0.62
H (0.92948, -0.42441, 4.35691)  0.28
H (0.69664, -1.51964, 3.24216)  0.29
O (0.32120, -0.70644, 3.68827)  -0.61
H (0.89716, -1.87529, -4.19312)  0.26
H (0.38278, -0.34589, -4.06537)  0.47
O (0.49952, -1.11201, -4.52868)  -0.64
H (-2.86002, 0.61206, -0.48134)  0.42
H (-2.01677, 1.57254, -1.04091)  0.20
O (-2.43875, 0.81187, -1.38193)  -0.64
H (-0.87735, -3.58815, 0.74881)  0.24
H (0.63844, -1.72621, -0.49187)  0.35
O (-1.60250, -3.62116, 0.14450)  -0.62
H (2.54478, -2.79247, 1.90133)  0.31
H (3.73634, -2.07131, 2.46406)  0.30
O (2.86979, -2.33355, 2.69461)  -0.62
H (-2.83549, -2.39011, -1.99166)  0.29
H (-2.13733, -2.85280, 0.25505)  0.35
O (-3.32100, -1.87851, -2.65258)  -0.64
H (1.50121, 3.71424, 0.46770)  0.29
H (1.37018, 3.40735, -1.00648)  0.27
O (1.64815, 3.00788, -0.18586)  -0.61
H (1.06840, 2.30760, 1.72331)  0.29
H (-0.00037, 1.92149, 2.76582)  0.28
O (0.20117, 2.41522, 2.01315)  -0.67
H (-1.60397, -0.34404, 2.28351)  0.20
H (-1.51730, -1.78081, 2.36638)  0.25
O (-1.82296, -1.12734, 1.66754)  -0.39

---

It is found that the gap between HOMO and LUMO values, taken in the order of the records, are 9.635, 9.311, 9.751 eV.
It is found that the total energy values, taken in the order of the records, are -1163.35415, -1074.40637, -1300.06924 Eh.
It is found that the HOMO values, taken in the order of the records, are -12.005, -8.995, -10.037 eV.